No. 1
Formula: C4H12O2
Source: the OMol25 dataset
Level of theory: wB97M-V/def2-TZVPD

XYZ file:
```
18
Properties=species:S:1:pos:R:3:forces:R:3
C 1.191 1.508 -0.172 -2.3 1.4 -2.9
C 0.574 0.176 -0.154 -2.4 2.3 4.2
C 1.041 -0.813 -0.859 2.4 -5.0 -3.6
C -0.270 -0.094 1.072 -2.2 -0.1 0.3
H 1.519 1.742 -1.212 0.4 -0.3 0.6
H 0.366 2.258 -0.078 0.9 0.2 1.0
H 2.012 1.513 0.498 1.0 0.8 1.0
H 1.701 -1.712 -0.548 -1.4 0.8 -0.1
H 1.030 -0.650 -1.943 1.0 0.0 -0.3
H -0.906 -0.997 0.896 0.8 0.2 0.1
H 0.130 -0.186 2.093 0.7 -0.1 0.0
H -1.115 0.653 1.276 1.0 -0.1 -0.5
H -2.981 2.595 2.846 3.2 -0.7 3.6
H -1.653 3.223 3.477 0.0 -0.3 0.1
O -2.244 2.480 3.679 -3.2 1.0 -3.6
H -0.546 -4.577 -3.630 1.1 0.6 0.2
H -0.109 -3.112 -3.700 0.5 -0.5 0.4
O 0.258 -4.007 -3.541 -1.5 -0.2 -0.5
```
Forces are in eV/Å.

Output
- E: -309.91418 Ha
- Multiplicity: 2
- Net charge: -1
- Orbital gap (alpha / beta): 2.7164 / 5.0609 eV
- Highest occupied orbital energy (alpha / beta): 0.57 / -1.86 eV
- ΔE to the lowest compared entry with this formula, charge and spin: 3.110 eV
- Expectation value of S²: 0.754



No. 2
Formula: C4H12O2
Source: the OMol25 dataset
Level of theory: wB97M-V/def2-TZVPD

XYZ file:
```
18
Properties=species:S:1:pos:R:3:forces:R:3
C 0.769 1.972 -0.435 0.2 1.9 1.0
C 0.563 0.535 -0.923 -0.2 -0.3 0.5
C -0.854 0.058 -0.512 0.5 -1.7 -1.4
C -0.854 -1.542 -0.328 -1.8 1.3 0.5
O -1.506 -1.651 0.947 -0.5 -1.0 0.1
H -0.066 2.728 -0.678 1.1 -1.3 0.0
H 1.730 2.409 -0.755 -0.4 -0.1 -0.4
H 0.907 2.095 0.714 -0.6 -0.8 -1.7
H 0.584 0.306 -2.002 0.5 1.0 0.2
H 1.409 -0.090 -0.506 -1.2 0.5 -0.2
H -1.206 0.496 0.438 0.3 -0.4 -0.4
H -1.637 0.342 -1.317 1.3 -0.4 1.3
H 0.023 -2.169 -0.271 1.2 0.8 0.0
H -1.443 -2.100 -1.070 -0.2 0.6 -0.2
H -2.254 -2.232 0.792 -0.1 -0.1 0.5
O 1.633 -0.237 1.931 3.3 -1.1 1.7
H 1.319 -0.974 2.446 0.0 -0.5 0.4
H 0.882 0.053 1.529 -3.3 1.5 -1.9
```
Forces are in eV/Å.

Output
- E: -310.02455 Ha
- Net charge: 0
- Orbital gap: 10.9684 eV
- Highest occupied orbital energy: -10.16 eV
- ΔE to the lowest compared entry with this formula, charge and spin: 1.316 eV



No. 3
Formula: C4H12O2
Source: the OMol25 dataset
Level of theory: wB97M-V/def2-TZVPD

XYZ file:
```
18
Properties=species:S:1:pos:R:3:forces:R:3
C 0.411 2.559 0.859 1.1 -2.2 -0.4
C 0.211 1.221 0.090 -0.1 1.2 -0.3
C 0.244 0.066 0.718 0.2 -0.4 -0.4
C 0.230 -1.335 0.191 1.5 -0.7 -0.1
H -0.199 3.325 0.466 -0.7 0.9 -0.2
H 1.469 2.835 0.770 -0.2 0.2 -0.2
H 0.275 2.401 1.928 -0.4 0.1 0.0
H 0.074 1.240 -0.993 0.1 0.2 0.1
H 0.384 0.215 1.746 0.1 -0.5 1.7
H 0.091 -1.351 -0.913 -0.3 -0.2 0.8
H 1.237 -1.858 0.378 -1.1 0.9 -0.3
H -0.444 -1.982 0.766 -0.3 0.3 -0.6
O -3.673 -2.600 0.529 1.9 0.3 2.2
H -3.606 -3.308 -0.068 -0.4 -1.0 -1.4
H -4.363 -1.999 0.375 -1.4 0.7 -0.8
O 2.286 0.063 -2.513 1.8 1.6 -1.6
H 2.290 -0.171 -1.587 0.4 0.3 0.4
H 3.082 0.678 -2.741 -2.2 -1.9 1.1
```
Forces are in eV/Å.

Output
- E: -310.03190 Ha
- Net charge: 0
- Orbital gap: 10.0411 eV
- Highest occupied orbital energy: -9.14 eV
- ΔE to the lowest compared entry with this formula, charge and spin: 1.116 eV



No. 4
Formula: C4H12O2
Source: the OMol25 dataset
Level of theory: wB97M-V/def2-TZVPD

XYZ file:
```
18
Properties=species:S:1:pos:R:3:forces:R:3
C -0.857 0.419 -0.474 -0.2 -1.4 3.1
C 0.088 -0.575 -0.481 -1.8 2.3 -0.3
C 0.581 -1.039 -1.766 3.6 -1.0 0.0
C 0.746 -1.115 0.691 -1.2 -1.3 1.4
H -1.585 0.496 0.493 2.3 0.6 -2.3
H -0.823 1.163 -1.256 -1.1 -0.4 -0.5
H -0.028 -0.706 -2.515 -1.3 1.1 -2.2
H 1.653 -0.659 -1.908 -1.2 -0.7 -0.1
H 0.600 -2.152 -1.912 0.1 0.8 0.6
H 0.472 -0.597 1.598 0.5 0.5 0.2
H 0.388 -2.102 0.885 -0.4 -1.2 0.1
H 1.789 -1.314 0.543 0.8 0.6 0.0
O 3.381 -2.400 4.003 2.9 3.0 -1.5
H 4.310 -1.892 3.768 -3.4 -2.1 1.0
H 2.749 -1.753 3.600 0.5 -0.9 0.5
O -4.104 4.216 -2.304 0.7 -0.9 0.8
H -3.817 4.980 -2.786 0.2 0.7 -0.5
H -3.275 3.860 -1.920 -0.8 0.3 -0.3
```
Forces are in eV/Å.

Output
- E: -309.99196 Ha
- Net charge: 0
- Orbital gap: 9.2383 eV
- Highest occupied orbital energy: -8.66 eV
- ΔE to the lowest compared entry with this formula, charge and spin: 2.203 eV